(1)
C16H56O15P | wB97M-V/def2-TZVPD

Positions of all 88 atoms, in Å:
C 2.091 1.891 1.607
C 1.930 1.302 0.144
C 2.975 2.070 -0.745
O 4.263 1.557 -0.437
C 5.204 1.791 -1.501
C 6.080 3.090 -1.335
P 5.366 4.521 -2.228
O 6.324 5.702 -2.072
O 3.879 5.103 -1.627
O 5.176 4.279 -3.884
H 3.039 2.464 1.671
H 2.179 1.033 2.300
H 1.273 2.587 1.866
H 0.905 1.562 -0.195
H 2.113 0.211 0.131
H 2.759 1.980 -1.833
H 2.938 3.124 -0.387
H 5.919 0.934 -1.453
H 4.734 1.719 -2.516
H 5.976 3.355 -0.253
H 3.133 4.684 -2.064
H 4.601 3.533 -4.077
C 1.502 -3.102 1.083
O 2.216 -2.019 0.494
H 0.712 -2.696 1.715
H 1.059 -3.719 0.304
H 2.179 -3.704 1.694
H 2.904 -2.398 -0.057
C -1.965 -0.207 -0.439
O -1.042 0.074 0.606
H -2.681 0.612 -0.501
H -1.434 -0.295 -1.391
H -2.496 -1.134 -0.227
H -0.420 -0.657 0.641
C 0.157 5.549 1.224
O -0.160 4.401 0.448
H 0.124 5.274 2.278
H 1.161 5.905 0.978
H -0.571 6.345 1.038
H -0.125 4.664 -0.478
C -1.330 -5.459 2.737
O 0.077 -5.530 2.505
H -1.792 -4.910 1.917
H -1.751 -6.468 2.779
H -1.523 -4.936 3.674
H 0.462 -6.016 3.237
C 3.025 8.396 -2.406
O 3.460 8.197 -1.073
H 2.245 9.157 -2.411
H 3.863 8.733 -3.022
H 2.621 7.462 -2.808
H 4.148 7.517 -1.100
C -0.860 2.675 -2.985
O -0.382 4.001 -2.780
H -1.490 2.402 -2.140
H -1.450 2.626 -3.905
H -0.021 1.978 -3.047
H 0.171 4.225 -3.531
C -2.776 -2.420 5.541
O -3.093 -3.567 4.757
H -2.804 -2.703 6.592
H -1.775 -2.059 5.293
H -3.507 -1.628 5.364
H -3.063 -3.297 3.835
C -4.979 -4.995 1.007
O -4.355 -4.065 0.141
H -4.296 -5.826 1.180
H -5.210 -4.514 1.960
H -5.895 -5.371 0.546
H -4.980 -3.343 0.011
C 3.530 -6.122 -0.417
O 2.229 -5.550 -0.472
H 4.149 -5.646 -1.175
H 3.975 -5.951 0.568
H 3.480 -7.196 -0.617
H 1.697 -5.979 0.205
C -3.218 -1.722 -3.695
O -3.319 -1.849 -2.281
H -2.622 -0.839 -3.919
H -2.728 -2.603 -4.118
H -4.212 -1.606 -4.136
H -3.847 -2.632 -2.101
C -7.642 -2.004 1.771
O -7.209 -3.061 0.918
H -7.006 -1.138 1.597
H -8.678 -1.739 1.547
H -7.556 -2.306 2.818
H -7.779 -3.814 1.086

## Properties
- Frontier orbital gap: 4.35 eV
- Charge: -1
- E_HOMO: -2.9 eV
- Max |F|: 4.33 eV Å⁻¹
- Energy relative to the best compared isomer or geometry (same formula, charge and spin): 37.0 kcal per mole

Here are the Löwdin charges for atoms 1 to 5, given in e: atom 1 (C): -0.092, atom 2 (C): -0.195, atom 3 (C): -0.261, atom 4 (O): -0.187, atom 5 (C): -0.362



(2)
C5H7N2O3P | wB97M-V/def2-TZVPD

Positions of all 18 atoms, in Å:
C -0.093 -1.847 -1.008
C 0.269 -0.436 -0.824
P 1.757 -0.268 0.331
O 2.043 -1.684 0.891
O 2.863 0.375 -0.521
C 1.469 1.039 1.797
O 2.168 1.112 2.802
C 0.324 1.723 1.494
N -0.530 1.547 0.478
N -0.719 0.415 -0.225
C -2.080 0.571 -0.874
H -1.180 -2.029 -1.252
H 0.373 -2.409 -1.885
H 0.241 -2.508 -0.185
H 0.026 2.611 2.007
H -2.899 0.508 -0.129
H -2.020 1.510 -1.310
H -2.013 -0.230 -1.587

## Properties
- SMILES string: CC1=P([O-])([O-])C(=O)C=NN1C
- Frontier orbital gap (alpha / beta): 4.53 / 4.93 eV
- Charge: -2
- E_HOMO (alpha / beta): 1.7 / 1.3 eV
- Max |F|: 3.38 eV Å⁻¹
- Energy relative to the best compared isomer or geometry (same formula, charge and spin): 117.5 kcal per mole

Here are the Löwdin charges for atoms 1 to 5, given in e: atom 1 (C): -0.222, atom 2 (C): -0.319, atom 3 (P): 0.478, atom 4 (O): -0.494, atom 5 (O): -0.504



(3)
C26H35FO24 | wB97M-V/def2-TZVPD

Positions of all 86 atoms, in Å:
O -4.406 -6.083 -0.308
C -3.861 -5.039 -0.344
O -3.537 -4.285 0.741
C -2.878 -3.125 0.277
C -3.167 -3.056 -1.220
F -2.157 -2.575 -1.970
O -3.479 -4.410 -1.483
H -3.221 -2.209 0.757
H -1.822 -3.326 0.488
H -4.060 -2.447 -1.388
C 1.901 -4.207 1.161
C 3.306 -3.894 0.601
C 4.070 -5.051 -0.098
O 4.640 -4.295 -1.196
C 3.856 -3.228 -1.499
O 3.957 -2.603 -2.506
O 3.048 -2.990 -0.468
H 1.164 -4.300 0.368
H 1.602 -3.440 1.877
H 1.953 -5.116 1.766
H 3.809 -3.404 1.435
H 3.356 -5.768 -0.505
H 4.931 -5.516 0.367
C -1.193 0.832 -1.359
C -0.379 -0.199 -0.574
C 1.068 -0.372 -0.953
O 1.704 -0.451 0.351
C 0.825 -0.211 1.317
O 0.993 -0.381 2.489
O -0.405 0.074 0.818
H -0.670 1.076 -2.288
H -1.386 1.764 -0.834
H -2.126 0.386 -1.703
H -0.933 -1.136 -0.691
H 1.443 0.534 -1.434
H 1.304 -1.234 -1.568
O 7.397 1.538 -0.042
C 6.655 0.898 0.627
O 6.848 -0.415 0.969
C 5.565 -0.917 1.359
C 4.873 0.334 1.902
O 5.521 1.360 1.152
H 5.160 -1.458 0.502
H 5.675 -1.665 2.147
H 5.003 0.505 2.968
H 3.822 0.287 1.620
O -4.207 4.206 2.813
C -3.045 4.130 2.589
O -2.052 4.686 3.333
C -0.796 4.523 2.711
C -1.082 3.533 1.577
O -2.528 3.576 1.486
H -0.391 5.490 2.411
H -0.207 4.046 3.501
H -0.773 2.517 1.797
H -0.744 4.007 0.660
O -6.072 3.128 -5.804
C -5.394 2.293 -5.298
O -5.679 1.669 -4.126
C -4.891 0.475 -4.026
C -3.709 0.901 -4.853
O -4.313 1.697 -5.860
H -4.731 0.366 -2.957
H -5.361 -0.343 -4.578
H -3.198 0.089 -5.379
H -2.859 1.424 -4.401
O -3.233 -0.558 2.722
C -2.392 -0.650 3.555
O -1.850 -1.834 3.989
C -1.158 -1.586 5.217
C -0.877 -0.080 5.156
O -2.023 0.322 4.381
H -1.803 -1.973 6.010
H -0.281 -2.231 5.302
H 0.018 0.238 4.638
H -1.093 0.185 6.189
O 1.861 3.539 -0.224
C 1.431 3.970 -1.266
O 1.773 5.198 -1.709
C 1.421 5.368 -3.105
C 0.529 4.116 -3.301
O 0.611 3.383 -2.105
H 0.741 6.211 -3.180
H 2.181 5.310 -3.878
H 0.914 3.499 -4.116
H -0.510 4.381 -3.501

## Properties
- SMILES string: O=C1OC[C@@H](F)O1.C[C@H]1COC(=O)O1.C[C@H]1COC(=O)O1.O=C1OCCO1.O=C1OCCO1.O=C1OCCO1.O=C1OCCO1.O=C1OCCO1
- Frontier orbital gap: 10.78 eV
- E_HOMO: -10.9 eV
- Max |F|: 2.66 eV Å⁻¹

Here are the Löwdin charges for atoms 1 to 5, given in e: atom 1 (O): 0.194, atom 2 (C): -0.550, atom 3 (O): 0.085, atom 4 (C): -0.069, atom 5 (C): -0.314



(4)
C22H19CaCl2N2O7S4 | wB97M-V/def2-TZVPD

Positions of all 57 atoms, in Å:
Ca -0.689 -0.089 1.369
S -2.501 -4.437 2.809
C -1.405 -3.375 2.159
S -0.309 -2.367 2.989
S -1.408 -3.432 0.412
Cl -5.806 1.264 -3.826
C -4.590 1.365 -2.575
C -3.525 2.259 -2.732
C -2.567 2.359 -1.761
Cl -1.239 3.456 -1.983
C -2.587 1.579 -0.554
O -1.697 1.709 0.332
C -3.691 0.665 -0.457
C -3.845 -0.223 0.672
O -3.093 -0.339 1.633
C -4.668 0.579 -1.459
H -3.459 2.870 -3.622
H -4.754 -0.850 0.643
H -5.482 -0.127 -1.344
C 1.011 -1.108 6.105
O 0.898 -0.094 5.107
C -0.308 0.201 4.608
O -0.381 0.911 3.613
N -1.399 -0.228 5.286
N -2.662 -0.213 4.668
H 2.076 -1.261 6.250
H 0.561 -2.038 5.754
H 0.566 -0.783 7.048
H -1.303 -0.953 5.973
H -2.639 -0.863 3.880
H -2.791 0.712 4.274
O 1.372 0.550 0.289
S 1.054 0.588 -1.189
C 2.301 1.710 -1.833
C 2.251 2.045 -3.180
C 3.180 2.934 -3.693
C 4.141 3.493 -2.858
C 4.168 3.165 -1.511
C 3.242 2.271 -0.989
C 1.749 -0.917 -1.873
C 2.966 -1.385 -1.412
C 3.473 -2.564 -1.935
C 2.763 -3.254 -2.910
C 1.538 -2.776 -3.354
C 1.017 -1.604 -2.825
H 1.486 1.615 -3.816
H 3.150 3.200 -4.742
H 4.863 4.194 -3.260
H 4.908 3.611 -0.859
H 3.226 2.008 0.061
H 3.491 -0.844 -0.635
H 4.418 -2.950 -1.575
H 3.158 -4.179 -3.311
H 0.971 -3.333 -4.089
H 0.031 -1.249 -3.093
O -0.291 -2.348 -0.086
O -0.936 -1.129 -0.598

## Properties
- Frontier orbital gap: 7.30 eV
- Charge: -1
- E_HOMO: -4.9 eV
- Max |F|: 0.32 eV Å⁻¹
- Energy relative to the best compared isomer or geometry (same formula, charge and spin): 5.2 kcal per mole

Here are the Löwdin charges for atoms 1 to 5, given in e: atom 1 (Ca): 1.274, atom 2 (S): 0.425, atom 3 (C): -1.701, atom 4 (S): 0.512, atom 5 (S): 0.835



(5)
C14H17F6N3NiO2Sb | wB97M-V/def2-TZVPD

Positions of all 44 atoms, in Å:
Ni 11.651 9.292 7.619
O 11.880 9.364 9.690
C 12.275 8.159 10.449
C 13.279 7.376 9.576
C 14.467 8.147 8.875
C 14.393 8.405 7.403
C 15.521 7.996 6.634
C 15.547 8.213 5.222
C 14.422 8.721 4.638
C 13.320 9.111 5.409
N 13.341 8.948 6.761
H 11.256 9.913 10.228
H 11.442 7.451 10.609
H 12.703 8.441 11.426
H 12.740 6.809 8.836
H 13.809 6.656 10.251
H 15.396 7.516 9.020
H 14.636 9.152 9.363
H 16.234 7.453 7.130
H 16.462 7.975 4.720
H 14.316 8.733 3.572
H 12.385 9.467 5.013
F 10.238 7.666 7.976
Sb 9.986 5.963 6.995
F 8.212 6.457 6.501
F 10.662 6.845 5.472
F 10.103 4.261 6.009
F 11.737 5.432 7.619
F 9.262 5.116 8.509
N 6.662 9.059 5.454
C 6.743 10.364 5.893
O 5.833 11.182 5.770
C 8.056 10.892 6.330
C 8.217 12.261 6.549
C 9.337 12.773 7.175
C 10.321 11.817 7.558
N 10.216 10.488 7.262
C 9.095 10.032 6.628
H 5.808 8.740 5.011
H 7.241 8.277 5.753
H 7.408 12.918 6.188
H 9.553 13.806 7.327
H 11.254 12.175 7.991
H 9.138 8.975 6.463

## Properties
- Expectation value of S²: 3.760
- Frontier orbital gap (alpha / beta): 7.09 / 3.55 eV
- Charge: +2
- E_HOMO (alpha / beta): -15.6 / -15.6 eV
- Max |F|: 5.36 eV Å⁻¹
- Spin multiplicity: 4
- Energy relative to the best compared isomer or geometry (same formula, charge and spin): 25.8 kcal per mole

Here are the Löwdin charges for atoms 1 to 5, given in e: atom 1 (Ni): 0.876, atom 2 (O): -0.139, atom 3 (C): -0.152, atom 4 (C): -0.144, atom 5 (C): -0.105



(6)
C3H5Cl | wB97M-V/def2-TZVPD

Positions of all 9 atoms, in Å:
C 0.267 -0.779 -0.084
C 1.251 -0.309 0.530
C -0.745 -0.863 -0.897
Cl 2.521 -0.243 -0.613
H -1.064 1.936 0.692
H 1.292 0.045 1.523
H -1.002 -1.844 -1.363
H -1.535 1.947 1.228
H -0.986 0.111 -1.016

## Properties
- Frontier orbital gap: 10.52 eV
- E_HOMO: -9.5 eV
- Max |F|: 4.44 eV Å⁻¹
- Energy relative to the best compared isomer or geometry (same formula, charge and spin): 74.6 kcal per mole

Here are the Löwdin charges for atoms 1 to 5, given in e: atom 1 (C): -0.301, atom 2 (C): -0.576, atom 3 (C): 0.018, atom 4 (Cl): 0.637, atom 5 (H): 0.016



(7)
C5H10O2 | wB97M-V/def2-TZVPD

Positions of all 17 atoms, in Å:
C -0.682 -0.982 1.822
O -0.878 -0.991 0.430
C -0.908 0.167 -0.357
C -0.376 1.550 0.079
O 0.499 1.605 -1.048
C 0.222 0.238 -1.413
C 1.402 -0.683 -1.136
H -0.427 0.003 2.213
H -1.587 -1.346 2.323
H 0.144 -1.657 2.081
H -1.910 0.259 -0.794
H 0.192 1.608 1.016
H -1.112 2.366 0.055
H -0.115 0.209 -2.456
H 1.518 -1.456 -1.899
H 2.307 -0.071 -1.095
H 1.279 -1.200 -0.179

## Properties
- SMILES string: CO[C@H]1CO[C@H]1C
- Frontier orbital gap: 10.51 eV
- E_HOMO: -9.5 eV
- Max |F|: 0.42 eV Å⁻¹
- Energy relative to the best compared isomer or geometry (same formula, charge and spin): 67.1 kcal per mole

Here are the Löwdin charges for atoms 1 to 5, given in e: atom 1 (C): -0.092, atom 2 (O): -0.157, atom 3 (C): -0.250, atom 4 (C): -0.122, atom 5 (O): -0.090



(8)
C5H15NO | wB97M-V/def2-TZVPD

Positions of all 22 atoms, in Å:
C -1.963 1.113 -0.773
N -0.591 0.604 -0.842
C 1.920 -0.891 1.681
C 1.089 -0.681 0.420
C 0.062 0.476 0.491
C 0.693 1.793 0.960
H -2.459 0.927 0.183
H -2.616 0.634 -1.513
H -1.990 2.186 -0.981
H -0.058 1.265 -1.402
H 2.808 -0.241 1.689
H 2.300 -1.915 1.697
H 1.378 -0.650 2.600
H 1.666 -0.542 -0.497
H 0.500 -1.587 0.228
H -0.724 0.123 1.120
H 0.130 2.240 1.780
H 1.709 1.630 1.327
H 0.756 2.546 0.172
H -1.134 -1.427 -1.273
H -0.545 -2.184 -2.447
O -1.187 -2.289 -1.722

## Properties
- Expectation value of S²: 0.750
- Frontier orbital gap (alpha / beta): 2.59 / 9.35 eV
- Charge: -1
- E_HOMO (alpha / beta): 1.3 / -5.5 eV
- Max |F|: 1.55 eV Å⁻¹
- Spin multiplicity: 2
- Energy relative to the best compared isomer or geometry (same formula, charge and spin): 15.0 kcal per mole

Here are the Löwdin charges for atoms 1 to 5, given in e: atom 1 (C): -0.294, atom 2 (N): -0.123, atom 3 (C): -0.169, atom 4 (C): -0.279, atom 5 (C): -0.433